30
Properties=species:S:1:pos:R:3:lowdin_charge:R:1 method="wB97M-V/def2-TZVPD" multiplicity=1 relative_energy_kj_mol=163.9 total_charge=+1 homo_ev=-12.25 smiles="CNC(=[NH2+])C[C@@H](C)CCC=C=N" molar_mass_g_mol=168.26 orbital_gap_ha=0.357
C -1.6404 -3.0198 -0.5664 0.009
N -0.6477 -1.8414 -0.3887 0.053
C -0.5128 -0.9252 -1.2912 -0.390
N -1.0275 -0.9859 -2.4891 0.203
C 0.7155 -0.0065 -1.2007 -0.084
C 0.3778 1.3475 -0.5697 -0.346
C -0.9009 1.3798 0.3019 -0.056
C 1.5365 1.9081 0.2451 -0.185
C 1.3403 1.8962 1.7374 -0.215
C 1.0207 0.5844 2.4997 -0.088
C 1.2073 -0.6457 2.1635 -0.156
N 1.1255 -1.7069 1.5776 0.139
H -1.0623 -3.8470 -0.9040 0.080
H -2.4437 -2.7704 -1.1996 0.046
H -2.2794 -3.2119 0.3663 0.121
H -0.0693 -1.7534 0.6121 0.117
H -0.7719 -0.2734 -3.2016 0.157
H -1.7741 -1.6450 -2.7438 0.132
H 1.1701 0.2374 -2.2166 0.148
H 1.5825 -0.4912 -0.7148 0.115
H 0.1567 1.9680 -1.4563 0.138
H -0.7741 0.6485 1.1019 0.060
H -1.7769 1.1744 -0.2555 0.072
H -1.0748 2.2256 0.9426 0.083
H 1.8055 3.0141 0.0563 0.151
H 2.4766 1.3531 -0.0711 0.133
H 2.3484 2.1751 2.1897 0.136
H 0.6192 2.6735 2.1391 0.130
H 0.6853 0.8046 3.6140 0.174
H 1.6589 -2.5635 1.6784 0.121